Formula: C30H60O30
Source: OMol25
Level of theory: wB97M-V/def2-TZVPD

ORCA input file:
```
! RIJCOSX wB97M-V def2-TZVPD def2/J DEFGRID3
* xyz 1 2
H 5.43241 2.46760 -4.64998
H -6.97097 -2.38866 -3.24042
H -4.65845 5.86888 4.80070
C 1.32362 -4.95079 0.75559
H -2.54813 1.21350 -3.20349
H -1.09162 -0.79579 2.43547
H -5.58484 4.27277 -2.40306
C -3.82187 5.57096 5.43274
O -0.65451 1.34308 0.29539
H -2.69049 1.39512 -1.37383
C 7.77092 1.11740 -2.98917
C -5.53440 -0.61776 1.95758
H -4.03043 1.38278 0.53407
O -3.50060 3.69978 -1.08969
O -1.83889 5.10898 -1.74227
C 0.88574 -6.01615 2.86038
O 4.13083 -1.24977 -0.49383
C -5.11541 1.39234 0.63815
C -6.34901 -1.64743 -3.74225
C -2.16695 -6.28543 5.71832
C -2.37590 -4.78133 3.87763
O 4.48161 -1.59142 -2.79145
C -2.57868 0.72762 -2.22826
H -1.24144 -2.31008 1.60664
H 1.71090 2.54072 -0.19011
H 5.50860 1.05647 -1.84948
O 2.76650 4.85802 -3.77631
O 1.29983 0.40934 -0.25794
O -5.67041 0.69650 1.79311
H -1.74118 1.88506 2.48370
H -0.16034 -5.81284 2.63126
H -5.42131 2.43848 0.64846
O 7.53787 1.59204 -1.75231
C 1.97618 1.58172 -0.63514
C 6.18719 1.68743 -1.27547
C 4.44449 2.02176 -4.76551
O -5.23181 -1.33011 -2.95634
O 0.93370 -3.85599 1.10913
H 6.61818 -3.61042 0.01000
H 8.92900 1.30644 -5.45214
H -2.74754 -4.90414 2.86032
O -2.50907 2.47772 4.35214
C 6.73048 -2.54428 -0.18709
H -1.64835 0.72669 3.83960
O -2.35648 -5.40392 6.54295
H 1.06675 -7.00907 3.27201
C -1.17107 -1.23504 1.44106
H -4.29387 5.94338 6.34193
O -6.26928 -0.83150 3.05097
C 3.15952 -1.22083 -3.24417
O -3.46189 -0.33827 -2.33739
H -5.84397 -2.41406 4.25840
O -5.02573 -1.41700 1.18550
H 3.14558 5.79159 -1.98936
C -6.50172 -2.19476 3.41734
O -0.09678 -0.86782 0.61443
C -4.52201 -0.23417 -3.10824
H 1.33691 -5.27467 3.51973
C 2.72315 5.98006 -2.97634
O 3.60443 3.13306 -4.71500
H -0.98583 3.84638 -0.28074
H 0.15856 4.71539 -1.35583
H 6.28130 -1.98041 0.63047
C 9.55249 0.99906 -4.61256
H -1.52058 -4.10714 3.83308
H 3.21323 -1.24223 -4.33263
H -0.72902 3.40688 -1.87946
O 1.82396 -5.24947 -0.42475
C 0.06889 0.40766 0.18823
O -1.86193 4.66247 3.71496
C 1.83986 -4.23551 -1.44778
H 7.71912 -2.20626 -0.49761
C -5.31380 5.32202 -2.28599
O -2.15754 -6.06855 4.35350
H -5.51053 0.98357 -0.29185
H -3.14919 -4.34477 4.50972
O 5.99241 -2.21387 -1.39543
H 1.75115 6.31494 -2.61416
H 3.33263 6.74546 -3.45677
H -5.65427 5.79794 -1.36638
O 3.67653 3.38785 -2.39701
C -1.23234 -8.03418 7.24662
H -5.69051 5.77512 -3.20300
H 10.43130 1.62017 -4.78585
C 3.41986 3.71621 -3.50702
H 4.20821 1.50180 -5.69390
O -3.84307 5.57154 -2.18554
O 6.95264 0.56221 -3.67454
H 4.36522 1.34543 -3.91440
H -1.84240 -8.79116 7.73947
H -7.51224 -2.29639 3.81308
H -1.17061 -7.18125 7.92249
H -3.03113 6.21721 5.05173
H -2.16271 -0.89253 1.14535
H 1.71576 1.62829 -1.69256
C 4.83415 -1.58647 -1.49264
H -5.98791 -2.06552 -4.68189
H 6.15793 1.44517 -0.21313
O -3.50178 4.19458 5.27626
H 9.73033 -0.07485 -4.66873
H -0.63639 2.14978 3.73159
H 3.05661 1.43971 -0.61095
C -3.08257 4.67796 -1.64546
H -0.25548 -8.50518 7.13705
O 8.99957 1.45917 -3.37571
H 2.90589 -0.20026 -2.95750
H 2.30098 -1.75351 -2.83521
H -1.58923 0.31978 -2.02146
C -2.54270 3.86844 4.40672
O -1.79085 -7.63944 5.98092
C -1.64864 1.78147 3.56481
O -4.97547 0.76931 -3.58538
H -6.94936 -0.74735 -3.87473
C -0.84407 4.29810 -1.26255
H 0.93467 -4.07061 -2.03220
H 2.14750 -3.25196 -1.09272
O 1.40286 -6.05396 1.52609
H -6.56294 -2.91094 2.59794
H 5.87781 2.72308 -1.41628
H 2.60471 -4.50415 -2.17643
*
```

LUMO energy (alpha / beta)   -2.32 / -9.74 eV
Gap between HOMO and LUMO (alpha / beta)   10.31 / 2.88 eV
Total energy   -93492.960 eV
Max |F|   4.14 eV/A
Relative energy (zero: lowest compared OMol25 entry of this formula, charge and spin)   1.1270 eV

Atom charges from the Mulliken analysis, given in e for atoms 1 to 8: atom 1 (H): 0.317, atom 2 (H): 0.225, atom 3 (H): 0.297, atom 4 (C): 0.758, atom 5 (H): 0.453, atom 6 (H): 0.154, atom 7 (H): 0.250, atom 8 (C): -0.738

Formula: C3H4N2O2S
Source: OMol25
Level of theory: wB97M-V/def2-TZVPD

ORCA input file:
```
! RIJCOSX wB97M-V def2-TZVPD def2/J DEFGRID3
* xyz 0 1
C -0.73839 0.23075 -0.05495
H -1.79270 -1.48189 0.15360
C -0.36502 1.51317 0.00703
S 3.15639 -0.05700 -0.03376
H 1.60987 -1.93940 -0.11535
C 1.54219 0.39942 -0.06630
O 1.00615 1.62832 -0.07001
O 0.66902 -1.76392 0.02399
N -1.91532 -0.50543 -0.15065
H -0.97017 2.40226 0.13069
H -2.71798 0.00253 0.30778
N 0.51597 -0.42880 -0.13208
*
```

LUMO energy   0.52 eV
Gap between HOMO and LUMO   8.59 eV
Total energy   -21084.023 eV
Max |F|   1.86 eV/A
Relative energy (zero: lowest compared OMol25 entry of this formula, charge and spin)   2.8094 eV

Atom charges from the Mulliken analysis, given in e for atoms 1 to 8: atom 1 (C): 0.337, atom 2 (H): 0.294, atom 3 (C): -0.463, atom 4 (S): -0.461, atom 5 (H): 0.297, atom 6 (C): 0.311, atom 7 (O): -0.346, atom 8 (O): -0.383

Formula: C23H46FILaN2O3
Source: OMol25
Level of theory: wB97M-V/def2-TZVPD

ORCA input file:
```
! RIJCOSX wB97M-V def2-TZVPD def2/J DEFGRID3
* xyz 3 1
O 1.02206 3.90258 0.27062
H 0.84471 1.99672 -4.39647
H -2.61813 2.04043 0.10355
C 1.18535 1.56664 0.30707
C -0.87528 2.74464 1.22483
H 4.34089 0.86779 0.73473
H 3.52620 0.26584 2.16963
C -0.46333 -1.99225 -2.29268
H -0.43555 2.50806 2.18395
C 0.30223 -1.11583 -0.11035
H 2.11593 -1.15448 2.82458
H -3.98829 -3.44553 0.68779
H -2.86070 -2.09496 0.76555
H 1.26961 0.95575 -0.63801
H -1.32870 3.31369 -1.43329
C 2.66848 -3.66591 2.69867
H 3.11372 -1.61561 -0.00379
H -3.32838 -3.78178 -1.77206
H -0.83150 2.55726 -4.19370
C -4.35187 -1.89655 -0.76682
H -0.92739 -4.08493 -2.16600
F 3.79977 -3.93609 1.93620
H -2.62098 1.52336 3.03061
H -4.72770 1.80467 1.00259
N -4.31383 1.35124 1.80752
H 2.22261 2.04359 0.48171
I 1.22172 6.65757 1.16777
C -3.05993 2.00950 2.16910
H 0.39992 -1.39146 2.56471
H 5.23220 -1.16889 2.50373
C 0.17720 2.74831 0.12898
C 1.39507 -0.59204 0.86630
C 1.62529 -2.99412 1.80822
C 0.46965 5.14162 -0.15697
H 1.90752 -3.19907 0.78313
C -1.31999 -3.13996 -1.79761
C 5.11026 -0.98865 1.44615
C -2.06553 1.79615 1.00634
C -2.76567 -2.95508 -2.19244
H -4.54099 -1.93565 1.38799
H -4.94970 1.43083 2.59346
C 3.91674 -0.03773 1.20879
H 1.95191 3.49727 -3.45477
H -1.77635 0.75465 1.06823
C -0.48019 2.64311 -1.28677
C 0.40603 2.80896 -2.48092
H -3.20783 3.07773 2.33213
H -0.20370 -2.09028 -3.34265
H 2.87910 -0.02342 -0.68632
H -4.82365 -0.93083 -0.63817
H -1.30507 -3.21112 -0.71611
H -0.25630 1.04044 -3.42208
La 3.05986 2.10039 -1.83681
H -0.33982 -1.78316 0.44009
H -5.11276 -2.56046 -1.16667
C 2.82001 -0.62108 0.28602
H 6.03482 -0.52463 1.13035
H 0.68740 -3.51282 1.96333
H 2.93237 -3.07380 3.56748
O -3.25340 -1.73650 -1.65299
H -0.34111 -0.29063 -0.40392
H 2.28793 -4.62922 3.01165
H 5.00909 -1.93003 0.92433
C 0.77333 -1.74017 -1.42465
H 1.38197 -1.01458 -1.99627
H -1.08366 -1.09502 -2.21290
C 1.37865 -1.49913 2.11070
C -3.90303 -2.36398 0.62738
H -0.89122 1.64107 -1.35504
H 1.36683 -2.63742 -1.29408
N 1.50649 3.53129 -2.51082
H -0.60722 5.18846 -0.07246
C 0.00416 2.05929 -3.70082
O 1.03271 0.74373 1.33946
H -1.30914 3.73021 1.34295
H -2.88238 -3.00942 -3.27416
H 0.77047 5.42136 -1.15876
*
```

LUMO energy   -12.80 eV
Gap between HOMO and LUMO   3.00 eV
Total energy   -45364.725 eV
Max |F|   3.70 eV/A

Atom charges from the Mulliken analysis, given in e for atoms 1 to 8: atom 1 (O): -0.277, atom 2 (H): 0.444, atom 3 (H): 0.701, atom 4 (C): -1.569, atom 5 (C): -1.689, atom 6 (H): -0.172, atom 7 (H): 0.562, atom 8 (C): -0.846

Formula: C4H13NO
Source: OMol25
Level of theory: wB97M-V/def2-TZVPD

ORCA input file:
```
! RIJCOSX wB97M-V def2-TZVPD def2/J DEFGRID3
* xyz 0 1
H -1.24774 -0.81031 3.35125
H -1.45201 -1.36538 1.07678
C -0.91303 -0.45366 1.36503
C 1.12186 0.61811 0.47548
C -0.32588 -0.69145 2.70323
H -1.63310 0.46326 1.48595
H -2.08639 -0.00976 -1.03472
H 0.75003 -0.72373 -2.97976
H 1.98581 0.01278 -3.40722
C -1.05645 0.61234 -0.87042
H 1.06955 1.44467 1.27615
O 1.07480 -0.00553 -3.37647
H 0.29111 0.17356 2.83905
H -1.39360 1.36710 -0.21424
H 1.53610 0.89157 -0.44733
H -0.47574 0.81719 -1.80291
H 1.93463 -0.03806 0.85609
H 0.19958 -1.70363 2.69634
N -0.14795 -0.14102 0.18234
*
```

LUMO energy   0.95 eV
Gap between HOMO and LUMO   9.11 eV
Total energy   -7894.033 eV
Max |F|   5.56 eV/A
Relative energy (zero: lowest compared OMol25 entry of this formula, charge and spin)   2.6276 eV

Atom charges from the Mulliken analysis, given in e for atoms 1 to 8: atom 1 (H): 0.320, atom 2 (H): 0.265, atom 3 (C): -0.333, atom 4 (C): -0.930, atom 5 (C): -1.072, atom 6 (H): 0.235, atom 7 (H): 0.211, atom 8 (H): 0.308